(1)
# C44H123N9O13

A cluster of 13 separate species, C44H123N9O13 in total (wB97M-V/def2-TZVPD, OMol25).

Properties
ΔE to the lowest compared entry with this formula, charge and spin	302.9	kJ/mol
E_tot	-87644.078	eV
gap between HOMO and LUMO	0.337	Ha
charge	0

Positions of all 189 atoms, in Å:
C  -3.2086  -3.0476  -1.9817
C  -4.3639  -4.0496  -1.8242
C  -5.4916  -3.3013  -1.1343
O  -5.1621  -2.9899  0.1492
C  -6.2798  -2.5375  0.9489
N  -4.7201  -4.4722  -3.1882
H  -3.5839  -2.2242  -2.6307
H  -2.3852  -3.4993  -2.5399
H  -2.8164  -2.6441  -1.0292
H  -3.9970  -4.8851  -1.2413
H  -6.3369  -4.0098  -1.1055
H  -5.7416  -2.4027  -1.7190
H  -6.9644  -3.3977  1.0888
H  -6.7313  -1.6619  0.5179
H  -5.7368  -2.1996  1.8903
H  -4.9482  -3.6447  -3.7561
H  -5.6065  -5.0087  -3.0431
C  4.2668  -4.2889  3.3311
C  3.4231  -3.0126  3.2951
C  2.4902  -2.9741  4.4875
O  1.6350  -4.1297  4.5616
C  0.4683  -4.1047  5.4245
N  4.1325  -1.6858  3.3780
H  4.9656  -4.2750  2.5040
H  3.6826  -5.2400  3.2582
H  4.8257  -4.2180  4.2805
H  2.8426  -2.9475  2.3710
H  1.8016  -2.1295  4.4021
H  2.9984  -2.8715  5.4631
H  -0.2290  -3.3402  4.9820
H  0.7402  -3.7634  6.4601
H  0.1105  -5.1166  5.4909
H  5.1122  -1.8242  3.0053
H  3.7482  -1.0394  2.6934
C  2.2393  0.4843  -2.8555
C  2.0063  0.7440  -4.3479
C  1.4766  -0.4683  -5.0957
O  2.4951  -1.4859  -4.8953
C  2.1271  -2.7250  -5.4831
N  0.9439  1.7535  -4.4149
H  2.4662  1.3641  -2.2444
H  2.9475  -0.2905  -2.6184
H  1.3100  0.1182  -2.3700
H  2.9241  1.0889  -4.7788
H  1.3696  -0.3402  -6.1621
H  0.5955  -0.8190  -4.6375
H  1.2082  -3.1536  -4.9763
H  3.0225  -3.3473  -5.4051
H  1.8755  -2.6359  -6.5322
H  0.7289  2.2926  -3.6076
H  0.9281  2.4229  -5.1503
C  3.6188  3.1913  1.7352
C  2.0963  2.9920  1.5781
C  1.3179  4.2992  1.7145
O  1.4322  4.8298  3.0117
C  0.5488  5.8998  3.3377
N  1.9427  2.3068  0.1807
H  3.9592  3.9489  1.0307
H  4.1855  2.2799  1.5188
H  3.8822  3.4156  2.7177
H  1.6738  2.3516  2.3072
H  0.2466  4.1075  1.5495
H  1.7066  5.0168  0.9526
H  -0.2178  5.9356  2.6179
H  1.0382  6.8671  3.4197
H  0.0647  5.6034  4.2469
H  1.0293  2.0250  -0.1127
H  2.5030  2.8354  -0.4876
C  -3.4973  -0.3855  1.8715
C  -4.2773  0.5240  2.8372
C  -3.3884  1.4203  3.6712
O  -2.6834  2.2872  2.7831
C  -2.0062  3.3104  3.5318
N  -5.2667  1.3648  2.1736
H  -3.0738  -1.2345  2.4769
H  -2.6975  0.1265  1.3575
H  -4.1088  -0.9033  1.1396
H  -4.8263  -0.0637  3.5664
H  -2.6282  0.8525  4.2562
H  -4.0235  2.0316  4.3738
H  -1.1730  2.8213  4.1182
H  -2.6647  3.7597  4.2452
H  -1.5999  4.0242  2.8386
H  -5.7564  0.8332  1.4341
H  -4.7341  2.0887  1.6472
C  7.2879  2.8613  -1.5707
C  5.8228  2.9307  -1.1556
C  4.9345  3.6658  -2.1607
O  3.6283  3.9392  -1.7327
C  2.9161  4.5510  -2.7984
N  5.2765  1.5961  -0.8950
H  7.7848  2.3639  -0.7492
H  7.7157  3.8321  -1.5952
H  7.4147  2.3104  -2.4635
H  5.8354  3.3807  -0.1665
H  4.8118  2.9690  -3.0086
H  5.4426  4.5513  -2.5756
H  2.9156  3.9021  -3.6581
H  3.4439  5.4592  -3.1521
H  1.9102  4.8473  -2.3999
H  4.3630  1.6237  -0.4679
H  4.8295  1.2729  -1.7837
C  -3.1824  1.5099  -3.5391
C  -3.1722  3.0807  -3.4522
C  -2.3228  3.5705  -2.3331
O  -2.8711  3.1850  -1.1069
C  -2.0483  3.5615  -0.0167
N  -2.6951  3.5592  -4.7337
H  -3.8200  1.1740  -4.3701
H  -3.6132  1.0672  -2.6288
H  -2.1858  1.2204  -3.7625
H  -4.2058  3.4316  -3.2803
H  -2.0980  4.5972  -2.4737
H  -1.3245  3.0862  -2.4689
H  -1.9043  4.6294  -0.0794
H  -1.1467  2.9779  0.0685
H  -2.6725  3.4495  0.8536
H  -2.4882  4.5742  -4.6951
H  -1.9885  3.0020  -5.1437
C  -6.7719  -1.6060  -5.9200
C  -5.7098  -0.6072  -5.6766
C  -4.3748  -1.1733  -6.0852
O  -4.0703  -2.3379  -5.3355
C  -3.1485  -3.2336  -5.9645
N  -5.8933  0.5950  -6.4935
H  -7.8027  -1.2449  -5.8313
H  -6.7149  -2.4095  -5.2240
H  -6.7091  -2.0525  -6.9564
H  -5.6716  -0.4046  -4.5878
H  -3.6234  -0.4567  -5.7291
H  -4.3506  -1.2847  -7.1879
H  -2.7754  -3.9365  -5.2421
H  -2.2984  -2.5880  -6.3297
H  -3.5414  -3.7540  -6.8335
H  -5.2536  1.2942  -6.1469
H  -6.8151  1.0829  -6.3805
C  0.3361  0.1135  2.4425
C  0.9025  -0.9007  1.5040
C  -0.0094  -1.2280  0.3471
O  -0.1610  -0.0388  -0.4615
C  -1.1723  -0.2316  -1.4506
N  2.2310  -0.5756  1.0738
H  1.0725  0.4599  3.1768
H  -0.5250  -0.2804  2.9734
H  -0.0662  1.0411  1.9771
H  1.0074  -1.8281  2.1239
H  -0.9968  -1.5552  0.6872
H  0.4721  -2.0315  -0.2767
H  -0.8249  -0.9813  -2.2014
H  -1.4318  0.7265  -1.8458
H  -2.0913  -0.6331  -0.9355
H  2.2425  0.4130  0.7868
H  2.5587  -1.1327  0.2858
C  4.0642  2.8139  5.7784
C  4.1053  1.6811  4.7828
O  4.2029  0.4347  5.5133
H  3.9499  3.8442  5.3688
H  5.0341  2.8433  6.2293
H  3.3833  2.6508  6.6318
H  4.9997  1.8222  4.2054
H  3.2631  1.7235  4.1337
H  4.1731  -0.2998  4.8581
C  2.5142  -2.9337  -1.6369
C  3.9153  -2.7612  -2.1424
O  4.6857  -1.8817  -1.3968
H  1.8579  -2.0895  -1.6937
H  2.5274  -3.3883  -0.6564
H  1.9615  -3.6497  -2.2044
H  3.8911  -2.2991  -3.1450
H  4.4898  -3.7463  -2.2215
H  4.6419  -2.1488  -0.4873
C  -0.7725  -5.8757  0.1730
C  -0.6879  -4.8872  1.3648
O  0.6324  -4.6875  1.8015
H  -1.7985  -5.9798  -0.1909
H  -0.5318  -6.9039  0.5149
H  -0.1467  -5.5929  -0.6879
H  -1.3315  -5.2646  2.1788
H  -1.1270  -3.9573  1.1216
H  0.7598  -4.7506  2.7615
C  1.0565  0.3255  9.0494
C  1.4493  1.1076  7.7679
O  0.3493  1.1742  6.8426
H  0.4906  0.9646  9.7358
H  2.0005  -0.0254  9.5082
H  0.4375  -0.5798  8.8815
H  2.3389  0.5869  7.3806
H  1.7877  2.0915  8.0325
H  0.5927  1.8568  6.2042

=====

(2)
# C3H8N2O2

An isolated molecule of C3H8N2O2 (wB97M-V/def2-TZVPD, OMol25).

Properties
ΔE to the lowest compared entry with this formula, charge and spin	153.6	kJ/mol
E_tot	-10315.360	eV
SMILES	N/C=C(\N)C(O)O
gap between HOMO and LUMO	0.308	Ha
charge	0

Positions of all 15 atoms, in Å:
N  -2.2401  -0.4085  -0.9038
C  -0.8890  -0.6385  -0.6376
C  -0.0417  0.2888  -0.1730
N  -0.4078  1.6410  0.0144
C  1.3621  -0.0363  0.2442
O  1.8290  -1.2879  -0.1186
O  1.4015  0.0107  1.7077
H  -2.6344  -1.0392  -1.5851
H  -2.4459  0.5573  -1.1190
H  -0.5831  -1.6699  -0.7115
H  0.2730  2.1459  0.5662
H  -1.3202  1.7378  0.4414
H  2.0655  0.7019  -0.1699
H  1.3164  -1.9061  0.4426
H  2.3145  -0.0969  2.0019

=====

(3)
# C5H12IP

A cluster of 2 separate species, C5H12IP in total (wB97M-V/def2-TZVPD, OMol25).

Properties
ΔE to the lowest compared entry with this formula, charge and spin	192.2	kJ/mol
E_tot	-22766.639	eV
SMILES	C=PC(C)(C)C.I
gap between HOMO and LUMO	0.344	Ha
charge	0

Positions of all 19 atoms, in Å:
C  -0.6307  -2.1552  -0.7163
P  -0.1997  -1.4483  0.7182
C  0.6089  0.2328  0.2979
C  -0.5219  1.1755  -0.0741
C  1.2942  0.7124  1.5865
C  1.5571  -0.0281  -0.9096
H  -0.3465  -1.7746  -1.7307
H  -1.1485  -3.0575  -0.7942
H  -0.2596  2.1518  -0.2474
H  -0.9279  0.8567  -1.0242
H  -1.2745  1.1656  0.7926
H  2.0005  1.5924  1.3830
H  1.9727  -0.0124  2.0005
H  0.5584  1.3386  2.1471
H  2.2230  0.8052  -0.8899
H  1.9068  -1.0965  -0.6948
H  0.9900  -0.0327  -1.9344
I  -4.5977  -0.1167  -0.2131
H  -3.2047  -0.3088  0.3030

=====

Respective E_LUMO values: 0.443, 0.850, 0.214 eV.
Respective HOMO values: -8.74, -7.54, -9.15 eV.